1.
Computed, not measured: 2 unconnected molecules or ions with the total composition C8H8S3Si, with ωB97M-V/def2-TZVPD.

Summary:
HOMO-LUMO gap (spin up / spin down) ... 5.982 / 5.819 eV
Expectation value of S² ... 2.093
Spin multiplicity ... 3

Each line ends with the Löwdin charge.
Geometry (Å):
S (-4.7025, 1.9766, -0.0595)  0.788
S (2.7848, 2.7604, 0.4519)  -0.030
S (-4.9674, -0.9118, 0.4751)  0.676
Si (3.3366, -0.6711, -0.0921)  0.533
C (0.2737, 0.0686, 0.0104)  -0.311
C (1.5944, -0.0880, -0.0323)  -0.078
C (-1.9284, -0.9632, 0.1862)  -0.048
C (-0.5806, -1.0914, 0.1252)  -0.008
C (-0.3872, 1.3439, -0.0557)  -0.031
C (-3.9820, 0.3914, 0.1744)  -1.092
C (-2.5643, 0.3000, 0.1082)  -0.327
C (-1.7396, 1.4405, -0.0272)  -0.039
H (-2.5530, -1.8386, 0.2966)  0.079
H (-5.9672, 1.5474, 0.0238)  -0.123
H (3.2276, -2.0940, -0.4611)  -0.077
H (4.0481, 0.0662, -1.1317)  -0.072
H (-2.2063, 2.4141, -0.0951)  0.085
H (-0.1054, -2.0581, 0.1750)  0.118
H (3.9299, -0.5346, 1.2372)  -0.067
H (0.2453, 2.2154, -0.1187)  0.024



2.
Computed, not measured: a molecular structure, C4H4N4, with ωB97M-V/def2-TZVPD.

Summary:
HOMO-LUMO gap (spin up / spin down) ... 7.861 / 7.861 eV
Spin multiplicity ... 1

Each line ends with the Löwdin charge.
Geometry (Å):
N (-1.3124, -0.7267, -1.7901)  0.196
N (0.2294, -1.2249, 1.4189)  0.217
N (2.4010, 1.1088, -0.9607)  0.157
N (-0.6442, 1.9212, 0.6812)  0.087
C (0.2000, -0.4696, 0.3371)  -0.193
C (-0.5767, -0.3006, -0.8930)  -0.207
C (-0.1707, 0.9236, 0.0096)  -0.470
C (1.3417, 0.7973, -0.5948)  -0.166
H (0.4026, -2.2174, 1.3724)  0.125
H (0.2466, -0.7830, 2.3280)  0.134
H (-1.2323, -1.7260, -1.9784)  0.081
H (-0.8851, 2.6973, 0.0699)  0.040



3.
Computed, not measured: a molecular structure, C22H42ClN2O7PSSi, with ωB97M-V/def2-TZVPD.

Summary:
HOMO-LUMO gap ... 8.050 eV
Spin multiplicity ... 1

Each line ends with the Löwdin charge.
Geometry (Å):
Cl (-5.6838, 2.1267, -0.0145)  0.221
S (-2.7154, 4.7107, -2.3562)  1.011
P (-4.3608, 0.6184, -0.5698)  0.622
Si (2.3949, -1.3079, -0.6302)  0.592
O (5.4697, 1.2272, 2.3090)  -0.058
O (1.2962, 5.3835, -0.2051)  -0.056
O (-1.4235, 0.5846, -3.5783)  -0.047
O (3.8601, -1.7772, -4.9177)  -0.055
O (1.7317, 6.7858, 2.4504)  -0.062
O (-4.4613, 0.6987, -2.1997)  -0.355
O (-2.3121, -5.1328, 3.3930)  -0.054
N (-1.2637, 4.5396, -1.6993)  -0.246
N (-3.4263, 3.3890, -1.8144)  -0.262
C (2.0935, 2.5081, 1.0616)  -0.141
C (2.1014, 0.1350, 0.5556)  -0.238
C (-1.3153, -3.2634, -1.2689)  -0.200
C (1.3433, 0.9506, 2.7317)  -0.081
C (1.5762, 2.2613, 2.3353)  -0.064
C (-1.7100, 0.9336, 0.3178)  -0.159
C (-2.8182, -0.8521, 1.9537)  -0.190
C (3.1974, -2.6750, 0.3705)  -0.167
C (-2.7584, 1.4753, -0.3990)  -0.311
C (-3.3032, -2.8265, 0.2980)  -0.197
C (1.6037, -0.0937, 1.8425)  -0.129
C (0.7787, -1.8293, -1.4410)  -0.232
C (-0.2214, 2.8254, -0.2643)  0.015
C (-1.2844, 3.3986, -1.0023)  -0.346
C (2.3520, 1.4682, 0.1928)  -0.104
C (-2.1965, -3.8134, -0.1294)  -0.177
C (0.1855, -3.1658, -0.9657)  -0.248
C (-3.1831, -2.3339, 1.7472)  -0.193
C (-1.6668, -0.3874, 1.0517)  -0.130
C (-0.4529, 1.6385, 0.3615)  -0.014
C (-2.5388, 2.7299, -1.0617)  -0.387
C (3.6014, -0.7345, -1.9316)  -0.167
H (0.4692, 5.8716, -0.1111)  0.054
H (-1.4373, -1.1547, 0.3181)  0.095
H (5.4067, 2.0894, 2.7315)  0.032
H (1.4146, 6.1592, 1.7881)  -0.012
H (4.6145, 1.1321, 1.8700)  0.005
H (3.7430, -1.4683, -2.7102)  0.001
H (-1.5641, -4.0363, 0.7243)  0.088
H (-1.6869, -5.7711, 3.7505)  0.038
H (4.1338, -2.2869, 0.7649)  0.035
H (-2.4522, -0.7828, 2.9760)  0.104
H (2.6079, -3.0184, 1.2139)  0.022
H (3.9088, -1.2986, -5.7511)  0.041
H (-3.6793, -0.1959, 1.9244)  0.072
H (-1.6455, -2.2679, -1.5564)  0.085
H (-0.7761, -0.3159, 1.6664)  0.087
H (-1.7408, 0.5668, -2.6686)  -0.003
H (-3.2307, -1.9955, -0.3930)  0.050
H (-4.2778, -3.2763, 0.1466)  0.106
H (-1.4372, -3.8798, -2.1546)  0.108
H (-1.4496, 1.5164, -3.8164)  0.031
H (-2.7391, -4.7521, 4.1669)  0.039
H (2.7509, 1.7206, -0.7777)  0.111
H (0.3490, 1.1830, 0.9206)  0.030
H (2.2655, 3.5260, 0.7708)  0.087
H (-2.6301, -4.7488, -0.4649)  0.102
H (1.6711, 5.7228, -1.0249)  0.071
H (3.2322, 0.1813, -2.3860)  0.032
H (-4.1414, -2.4920, 2.2374)  0.106
H (0.0453, -1.0370, -1.3079)  0.052
H (3.4448, -3.5130, -0.2760)  0.035
H (4.5614, -0.4935, -1.4806)  0.040
H (0.9498, 0.7287, 3.7106)  0.112
H (2.5116, 6.3683, 2.8262)  0.031
H (0.7221, -3.9670, -1.4651)  0.106
H (1.3569, 3.0781, 3.0036)  0.113
H (1.4138, -1.1103, 2.1595)  0.106
H (-2.4575, -2.9226, 2.2952)  0.079
H (-5.2605, 1.1584, -2.4821)  0.039
H (0.9967, -1.8904, -2.5058)  0.084
H (4.4391, -2.5357, -5.0445)  0.042
H (0.7445, 3.2991, -0.2134)  0.062
H (0.3631, -3.2865, 0.1018)  0.086



no.,energy (Ha),maximum force (eV Å⁻¹)
1,-1793.45781,2.05
2,-373.63308,0.94
3,-2988.93632,1.55